The following is a quantum chemistry calculation of a structure of composition C4H8NO in a non-equilibrium geometry, from the Open Molecules 2025 dataset.

Last column: Löwdin charge in e.
Geometry (Å):
C  -2.119  -0.037  0.246  -0.118
C  -0.676  0.310  -0.056  -0.044
C  -2.428  1.115  -0.662  0.093
C  2.102  0.035  0.012  -0.090
N  0.959  -0.833  -0.026  0.014
O  -1.200  1.157  -1.180  0.006
H  -2.627  -0.849  -0.173  0.102
H  -2.514  0.089  1.393  0.194
H  -0.150  1.026  0.725  0.178
H  2.985  -0.560  -0.449  0.138
H  1.770  0.991  -0.557  0.134
H  2.441  0.212  1.028  0.094
H  0.616  -1.493  0.681  0.159
H  0.841  -1.163  -0.982  0.140

Summary:
LUMO energy (spin up / spin down): -5.07 / -5.07 eV
Charge: +1
2S+1: 1
Relative energy (zero: lowest compared OMol25 entry of this formula, charge and spin): 586.49 kJ/mol
Energy: -286.7191 Ha